Record 1
DFT (ωB97M-V/def2-TZVPD) results for an isolated ion of composition C9H14N3 and charge +1 at a distorted geometry.

```
26
Properties=species:S:1:pos:R:3:forces:R:3
H 0.1691 -0.4110 -1.9722 1.1 0.0 -0.7
H 1.4646 -1.2469 0.8770 -1.3 -0.6 0.2
H 0.1090 1.7607 -0.9303 0.2 -0.4 0.3
C -2.0733 -2.4946 1.3697 0.3 1.1 -2.4
C 0.2329 0.8984 -0.2447 3.1 1.6 -2.5
H -3.7273 -0.2590 -0.2954 -1.0 -0.2 -0.1
H -1.8673 1.1928 -1.2465 0.1 -1.2 0.1
C -2.2388 -1.5272 0.4746 -1.5 -2.6 2.4
C 2.0179 -0.5132 0.3708 1.0 -0.2 0.5
C 2.8107 1.3522 -0.3751 0.4 2.7 -1.0
C -1.7036 0.0666 -1.2207 -4.4 -0.1 -2.7
N -0.4225 1.3699 0.9836 -2.6 -0.2 1.7
H -0.4275 0.6535 1.7389 0.3 0.5 -0.4
N 3.2659 -0.7100 0.2280 2.3 -1.2 0.1
H -1.9746 -3.5344 1.1415 -0.3 -0.5 -0.4
C -0.3071 -0.3264 -1.0346 -0.6 0.2 3.5
H 4.7911 0.7289 -0.4897 1.8 -0.5 -0.1
C -2.7407 -0.6417 -0.3109 2.7 1.8 -0.7
H -0.2411 -1.2750 -0.4029 0.1 1.2 -1.2
H -0.1451 2.3029 1.4022 0.2 -1.3 -0.9
H -1.8201 -2.2384 2.3377 0.4 0.5 2.0
H -2.0824 -0.2400 -2.2517 0.6 0.5 1.0
H 2.8925 2.4570 -0.6581 -0.4 -1.9 0.3
H -1.4342 1.4552 0.7414 0.4 0.0 0.3
C 3.8219 0.4352 -0.2592 -3.2 1.5 0.2
N 1.6299 0.7447 0.0266 0.1 -0.8 0.5
```
Positions in Å, forces in eV/Å.

* SMILES string: C=C=CCC[C@@H]([NH3+])n1ccnc1
* net charge: +1
* molar mass: 164.23 g mol⁻¹
* ΔE to the lowest compared entry with this formula, charge and spin: 90.62 kcal/mol
* energy: -515.2274 Eh
* frontier orbital gap: 0.3194 Eh
* LUMO level: -3.73 eV

---

Record 2
DFT (ωB97M-V/def2-TZVPD) results for C44H40BrIrN3O3P2S as an isolated structure at a distorted geometry.

```
95
Properties=species:S:1:pos:R:3:forces:R:3
C -2.5655 2.4288 -2.0418 -0.1 0.3 -0.2
N -2.6196 4.6076 -2.2108 0.2 -0.3 0.7
C -0.2800 -4.2567 -0.3476 0.5 1.2 0.0
C 1.6240 -2.3074 -2.3100 0.9 0.6 0.5
H -0.6332 -0.3192 -3.1260 0.1 0.0 -0.4
P 0.8939 0.8493 0.1477 0.4 0.3 0.1
C -1.5713 7.0195 2.2390 1.5 -1.3 0.6
C -3.1074 -2.3138 -4.3908 0.7 1.0 -0.5
C -1.9928 0.1012 2.6238 -0.2 0.4 -0.6
C -2.6084 6.4175 0.1483 0.8 -0.4 0.5
H 6.0405 -2.6769 -3.1041 -1.2 0.3 0.3
H 5.1534 -1.4524 1.3335 -2.0 0.8 0.9
O -0.4546 3.6560 1.2816 -0.4 1.3 -0.2
H -1.6954 -0.9664 -5.3062 -0.2 0.4 -0.4
C -1.0753 4.8694 1.2002 0.1 0.1 0.9
C -2.0560 -2.7299 5.1776 -1.0 0.9 -0.6
H -3.6131 -2.5011 -5.3257 -0.2 -0.2 0.1
C -3.3885 -1.9000 2.8536 -1.6 -0.2 -0.9
H 4.3774 -1.8721 3.6991 0.1 -0.1 0.4
H -3.2047 6.7206 -0.6822 -0.5 0.0 -0.3
C -3.4734 -2.8974 -3.2143 -0.2 -1.1 1.9
H 3.6437 -0.1150 -0.0789 0.3 0.1 -0.1
C 2.6614 -0.5321 3.5605 0.4 -0.7 0.1
P -0.8845 -1.3944 -0.4762 0.0 1.0 1.0
C 4.9152 -2.6287 -3.0668 0.8 -1.5 -0.2
C 3.3620 -0.2296 0.9523 -0.2 -0.3 -0.5
N -2.0871 2.9487 -0.8709 -0.3 0.4 -0.1
H -3.2574 3.4478 -3.8772 -0.2 -0.1 -0.3
H 2.4099 -0.5469 4.6097 0.0 -0.3 0.2
H 0.9128 0.5950 3.1570 0.4 0.0 -0.2
H -0.9870 -0.8315 4.9190 0.1 -0.2 0.1
H 1.3655 -0.1773 -2.7151 0.0 -0.1 -0.8
H 4.5358 -1.7297 -3.4828 -0.1 0.7 -0.9
H 1.2255 -3.7015 3.1804 -0.4 -0.1 0.1
C 2.8741 2.7142 -0.4093 0.6 0.2 0.2
C 4.1693 -1.0092 1.7674 1.6 -0.7 -0.9
O -2.7369 0.5953 1.6733 0.2 -0.6 0.9
C -1.3924 -1.0823 -3.2069 -0.4 -0.9 0.6
H -2.6449 1.3888 -2.2155 0.0 -0.8 -0.1
C 2.1427 0.2965 1.3831 -0.4 -0.2 -0.4
C -2.3546 -1.1423 3.3496 -0.6 0.5 -0.5
C 1.7452 2.0820 -0.8987 -0.4 -1.2 1.4
C -1.6684 -1.8121 -2.0231 -0.9 0.1 -1.0
C 1.0665 2.5009 -2.0257 -0.9 0.1 -0.1
H 3.4396 2.3300 0.4649 -0.7 0.4 -0.6
H -0.0799 5.5408 2.8786 0.5 0.1 1.1
C -2.9049 3.4392 -2.8700 0.3 0.1 -0.4
C 1.8123 0.1800 2.7289 0.5 0.0 0.3
C -2.4383 7.2733 1.2036 -0.7 1.2 0.2
H 4.2089 4.3515 -0.7728 0.1 0.0 0.0
C 1.5522 -0.8199 -1.8727 0.1 -0.2 -0.1
H 0.6985 -2.8712 -2.3606 -0.4 0.5 -0.1
H 1.0327 -5.9644 2.1983 0.5 -0.5 0.3
H 1.0085 3.9343 -3.5942 -0.1 0.3 0.3
H -2.6177 5.5196 -2.6424 -0.1 0.0 0.3
C 3.3222 3.8309 -1.1046 0.2 -0.1 0.4
C 2.6393 4.2864 -2.2128 0.1 0.7 -0.2
C -1.9431 5.1853 0.1533 0.0 0.2 -1.0
H 0.3099 -6.2948 -0.0637 0.1 -1.0 -0.6
C 3.7777 -1.2422 3.0723 -0.5 1.2 0.1
H -0.5842 -4.2950 -1.3772 -0.2 -0.5 -0.3
C -1.7319 -1.5078 4.5154 1.0 -1.1 1.6
H 3.0930 5.1316 -2.7399 -0.5 -0.2 0.0
N 0.4901 -0.3984 -0.9006 0.4 -1.5 0.0
C 0.7184 -5.1105 1.6468 0.0 -0.8 -0.8
S 4.3408 -2.7153 -1.3817 -0.2 0.0 0.9
H 2.5342 -4.2325 -1.9330 0.1 1.0 0.3
H -2.9913 8.1963 1.2544 -0.2 0.2 -0.3
C 0.2940 -5.3184 0.3283 -0.9 1.3 1.2
H -3.5192 -4.3384 5.2004 0.2 0.3 -0.1
C -0.8511 5.8320 2.2195 -0.7 -0.8 -1.6
C 2.5719 -3.1921 -1.4964 0.8 -1.2 -0.8
H -4.3024 -3.5967 -3.1762 0.0 0.1 -0.2
H 0.1873 1.9104 -2.3566 0.6 0.6 0.1
Ir -1.2340 1.8981 0.8802 0.7 -0.6 0.3
H -4.7208 -3.5678 3.1739 0.4 0.3 0.2
C -0.3344 -2.9767 0.2463 0.4 0.0 0.8
O -0.9003 0.6715 2.8509 -0.6 0.0 0.2
C -2.7558 -2.7139 -2.0056 0.5 1.2 -1.6
H -1.3506 7.6853 3.0683 -0.4 0.2 -0.3
H 2.0181 -2.2513 -3.3238 0.0 -0.2 -0.2
H -3.0531 -3.1692 -1.0783 -0.1 -0.4 0.1
C -2.1579 4.2747 -0.9728 0.1 -0.1 0.4
H 4.5752 -3.5321 -3.6024 0.0 0.5 0.0
H 2.3109 -3.3482 -0.4557 -0.3 0.3 0.2
C -3.8573 -2.9978 3.5365 0.6 -0.9 0.7
C -3.1705 -3.4390 4.6879 0.3 0.0 0.1
C 1.4595 3.6724 -2.6394 0.8 -0.6 -1.1
H 0.1374 -1.8811 2.1361 -0.3 0.0 -0.7
H -3.9289 -1.5950 1.9509 0.4 0.1 0.3
C 0.1251 -2.8182 1.5680 0.5 0.2 0.0
C -2.0628 -1.3837 -4.3907 0.4 -0.2 0.8
H 2.5655 -0.4967 -1.5606 -0.6 -0.4 0.2
Br -1.2157 -3.3118 6.8332 -0.4 0.5 -1.2
C 0.7168 -3.8766 2.2374 0.0 0.4 0.0
```
Positions in Å, forces in eV/Å.

* expectation value of S²: 6.0124
* net charge: +1
* molar mass: 1024.96 g mol⁻¹
* ΔE to the lowest compared entry with this formula, charge and spin: 0.00 kcal/mol
* energy: -5849.6436 Eh
* multiplicity: 5
* frontier orbital gap (spin up / spin down): 0.3075 / 0.2154 Eh
* LUMO level (spin up / spin down): -1.93 / -4.56 eV

---

Record 3
DFT (ωB97M-V/def2-TZVPD) results for a 2-piece molecular cluster, C7H12NOS overall at a distorted geometry.

```
22
Properties=species:S:1:pos:R:3:forces:R:3
C -1.2220 1.8983 -0.0296 1.2 -1.9 1.1
C -2.0633 -0.2078 -1.0470 -1.4 -1.3 0.7
C 0.1324 1.3894 0.5851 0.6 -2.2 0.7
H 2.7519 -2.3505 -1.1811 -0.5 -0.6 1.0
H 2.4873 1.0921 0.0195 0.0 -0.7 0.9
H -3.4694 1.2877 1.4016 -0.4 0.3 0.6
O 1.8404 -0.6578 -0.7162 0.3 -1.1 -0.4
N -2.2450 0.7784 -0.1255 0.7 -0.4 -0.8
H -1.6292 2.3704 0.8797 0.1 1.5 -1.4
H 1.0335 -2.5746 -0.5682 0.4 -0.1 0.3
S -4.1197 -0.8616 0.4192 1.5 0.7 -0.7
C 1.9126 0.1892 0.2898 -3.3 1.8 -0.3
C 2.0035 -2.0875 -0.3995 0.7 1.5 0.4
H -3.4069 -1.9870 -1.4287 0.5 -1.5 -1.4
H 2.3849 -2.1141 0.6939 -0.6 -0.6 -2.0
H -1.2504 0.0827 -1.6702 0.4 -1.1 -1.1
H 0.7310 2.2549 0.8283 -0.1 0.4 0.2
H 1.7347 -0.2762 1.2847 1.0 0.9 -0.5
C -3.2719 0.5632 0.6487 -0.2 1.0 1.3
C -2.9834 -1.2334 -0.8527 0.2 2.2 0.2
H -0.1556 0.8375 1.5083 0.3 0.6 -0.3
H -0.9511 2.2822 -1.0462 -1.3 0.5 1.1
```
Positions in Å, forces in eV/Å.

* net charge: +1
* molar mass: 158.25 g mol⁻¹
* ΔE to the lowest compared entry with this formula, charge and spin: 100.72 kcal/mol
* energy: -801.6913 Eh
* frontier orbital gap: 0.2795 Eh
* LUMO level: -3.95 eV

---

Record 4
DFT (ωB97M-V/def2-TZVPD) results for the molecule C5H9FN2 at a distorted geometry.

```
17
Properties=species:S:1:pos:R:3:forces:R:3
H -1.2813 1.6139 -0.7104 0.0 -0.2 0.0
C -1.2014 0.5959 -0.3050 0.0 0.1 0.4
N 0.1489 0.8745 1.7494 -0.4 0.1 -0.3
H -1.4995 -0.1989 -2.3285 0.0 -0.2 -0.1
H 1.9088 -0.2789 0.0756 1.2 -0.5 0.4
F -1.3431 -1.6670 -0.9467 -0.2 -0.3 -0.1
H -2.0936 0.3794 0.2968 0.3 0.0 -0.3
C -0.9543 -0.4174 -1.4137 0.0 0.4 0.4
H 2.1990 1.3374 1.8289 0.2 0.1 -0.1
H 0.9134 -1.4174 -1.8317 0.0 -0.2 0.0
H 1.4134 1.1107 3.3964 -0.1 0.1 0.0
H 0.8559 0.2638 -2.4134 -0.2 -0.5 0.6
C 0.5596 -0.4255 -1.5773 0.3 0.7 -0.9
C 0.0592 0.5163 0.5362 0.2 0.0 -0.2
C 1.4461 0.7637 2.3669 0.1 -0.6 0.1
H 1.7732 -0.2944 2.4063 0.0 0.3 0.0
N 1.0573 0.0240 -0.2983 -1.4 0.6 0.1
```
Positions in Å, forces in eV/Å.

* SMILES string: C/N=C1/C[C@H](F)CN1
* molar mass: 116.14 g mol⁻¹
* ΔE to the lowest compared entry with this formula, charge and spin: 0.00 kcal/mol
* energy: -405.2903 Eh
* frontier orbital gap: 0.3566 Eh
* LUMO level: 0.89 eV